# 1
12
Properties=species:S:1:pos:R:3 method="wB97M-V/def2-TZVPD" e_above_lowest_kcal_mol=56.6 total_charge=0 gap_ev=10.72 smiles="C#CCCC=O" e_lumo_ev=0.8
O 2.58581 -0.77608 -0.12606
C 2.08078 0.32031 -0.10649
C 0.59892 0.56454 0.04300
C -0.26227 -0.72442 0.01104
C -1.66570 -0.43872 0.21206
C -2.79732 -0.11047 -0.05439
H 2.71482 1.23361 -0.18050
H 0.28075 1.30094 -0.70481
H 0.48477 1.10682 1.00463
H -0.50303 -1.23862 -0.93221
H 0.21825 -1.51135 0.59525
H -3.73578 0.27344 0.23850

=====

# 2
12
Properties=species:S:1:pos:R:3 method="wB97M-V/def2-TZVPD" e_above_lowest_kcal_mol=62.9 total_charge=0 gap_ev=10.44 smiles="O=CCC1C=C1" e_lumo_ev=1.1
O 0.25916 -1.11870 2.53708
C -0.13724 -0.90550 1.42013
C 0.68961 -0.85635 0.16850
C 0.52348 0.52308 -0.48589
C -0.55682 0.77250 -1.48948
C -0.74523 1.31530 -0.33194
H 1.73579 -1.07191 0.39774
H 0.31740 -1.64129 -0.50130
H 1.45835 1.08081 -0.55445
H -0.89319 0.55696 -2.49059
H -1.20247 -0.66043 1.25164
H -1.33259 1.91664 0.34466

=====

# 3
12
Properties=species:S:1:pos:R:3 method="wB97M-V/def2-TZVPD" e_above_lowest_kcal_mol=63.4 total_charge=0 gap_ev=11.19 smiles=C#CC[C@H]1CO1 e_lumo_ev=1.1
C -2.06163 1.32799 -0.72597
C -0.89769 1.22853 -0.43604
C 0.48496 0.95553 -0.03350
C 0.50429 -0.35397 0.73030
C 0.58015 -1.61859 0.00885
O 1.70615 -1.10040 0.71093
H -3.09451 1.40822 -0.98238
H 0.88188 1.76880 0.58597
H 1.13658 0.86764 -0.91127
H -0.01126 -0.33404 1.69187
H 0.66107 -1.60166 -1.07834
H 0.12836 -2.51410 0.43230

=====

# 4
12
Properties=species:S:1:pos:R:3 method="wB97M-V/def2-TZVPD" e_above_lowest_kcal_mol=63.4 total_charge=0 gap_ev=10.99 smiles=C#C[C@H]1CCO1 e_lumo_ev=1.1
C 2.71923 -0.23407 -0.27559
C 1.58954 -0.24111 0.14193
C 0.22031 -0.22553 0.65676
C -0.72506 0.84304 0.06529
C -1.53574 -0.36209 -0.42741
H 3.72072 -0.21808 -0.64669
H 0.24254 -0.25270 1.75472
H -0.27570 1.45509 -0.71743
H -1.21849 1.47869 0.80249
H -1.59980 -0.47893 -1.51344
H -2.53712 -0.47017 0.01085
O -0.60044 -1.29414 0.14853

=====

# 5
12
Properties=species:S:1:pos:R:3 method="wB97M-V/def2-TZVPD" e_above_lowest_kcal_mol=49.2 total_charge=0 gap_ev=10.44 e_lumo_ev=1.0
O 0.51967 -1.43950 -1.86040
C 0.32800 -0.61074 -1.01382
C 1.22006 0.33530 -0.23423
C 0.16697 0.14653 0.85848
C -1.14647 0.68681 0.43850
C -0.80433 -0.63393 -0.11967
H 2.20089 -0.10015 -0.02311
H 1.33406 1.35598 -0.61088
H 0.38493 -0.18205 1.86318
H -1.17116 1.55779 -0.21525
H -1.94199 0.66643 1.17955
H -1.09063 -1.78248 -0.26237

=====

# 6
12
Properties=species:S:1:pos:R:3 method="wB97M-V/def2-TZVPD" e_above_lowest_kcal_mol=90.0 total_charge=0 gap_ev=9.32 e_lumo_ev=0.3
C -1.03066 1.10903 0.18559
C 0.12340 0.22287 -0.11567
O 0.07654 -1.76876 1.05873
C 0.39879 -0.94083 -1.10521
C 0.85471 -1.16661 0.30865
C 1.31520 0.18659 0.59768
H -2.03379 0.77649 -0.08904
H -0.76000 1.96952 -0.43189
H -1.01223 1.41515 1.23494
H 1.03800 -0.56378 -1.89846
H -0.32571 -1.70527 -1.39610
H 1.35574 0.46559 1.65079

=====

# 7
12
Properties=species:S:1:pos:R:3 method="wB97M-V/def2-TZVPD" e_above_lowest_kcal_mol=38.9 total_charge=0 gap_ev=10.75 smiles="C#CC(=O)CC" e_lumo_ev=0.4
C -1.87657 0.03338 -0.43327
C -0.58257 0.09684 0.36562
C 0.62734 -0.29158 -0.45662
O 0.55360 -0.80974 -1.54980
C 1.92572 0.00003 0.15842
C 2.98415 0.27227 0.66597
H -2.73418 0.28065 0.19962
H -2.02363 -0.96498 -0.85307
H -1.84923 0.73852 -1.26954
H -0.60989 -0.58322 1.22893
H -0.40709 1.09481 0.78640
H 3.93238 0.50880 1.09827

=====

# 8
12
Properties=species:S:1:pos:R:3 method="wB97M-V/def2-TZVPD" e_above_lowest_kcal_mol=41.4 total_charge=0 gap_ev=10.81 smiles="C#CCCC=O" e_lumo_ev=0.9
O 2.51074 -0.20028 -0.91001
C 2.06869 0.12119 0.16714
C 0.60961 0.07536 0.53712
C -0.29383 -0.41117 -0.59919
C -1.68990 -0.05990 -0.32703
C -2.80649 0.29243 -0.04568
H 2.74164 0.49708 0.96774
H 0.31569 1.08499 0.85428
H 0.49698 -0.55334 1.43074
H 0.03229 0.03988 -1.54282
H -0.18845 -1.49417 -0.72991
H -3.79696 0.60793 0.19762